The following is a quantum chemistry calculation of a structure of composition C53H52As2BrCsF9N4OP at a distorted geometry, from the OMol25 dataset.

Geometry as ORCA input:
```
! RIJCOSX wB97M-V def2-TZVPD def2/J DEFGRID3
* xyz -2 1
Cs -0.2153 0.0930 0.4160
Br -2.6228 7.5690 -3.6436
C -2.8803 5.9060 -2.7549
C -2.1114 5.6013 -1.6422
C -2.2930 4.3849 -1.0096
C -3.2600 3.4925 -1.4656
C -4.0069 3.8076 -2.5993
C -3.8181 5.0169 -3.2503
N -3.3843 2.2740 -0.7785
C -4.5394 1.8092 -0.5263
C -4.7359 0.5459 0.2154
C -6.0246 0.0728 0.4392
C -6.1814 -1.1025 1.1599
C -5.0512 -1.7512 1.6255
C -3.8033 -1.1994 1.3411
N -3.6489 -0.0817 0.6548
H -1.3667 6.2968 -1.2811
H -1.6933 4.1096 -0.1489
H -4.7085 3.0883 -3.0016
H -4.3841 5.2573 -4.1398
H -5.4631 2.3394 -0.8061
H -6.8789 0.6213 0.0622
H -7.1706 -1.4984 1.3561
H -5.1146 -2.6695 2.1928
H -2.9010 -1.6877 1.6825
C 4.6062 2.1172 1.6665
As 3.0630 1.4864 0.6185
C 3.5498 -0.4071 0.5129
C 3.7136 1.8843 -1.1933
C 5.0522 1.7768 -1.5535
C 5.4453 1.9117 -2.8767
C 4.4859 2.1357 -3.8523
C 3.1497 2.2569 -3.4987
C 2.7493 2.1561 -2.1702
As 0.8955 2.4750 -1.5705
C 1.3216 4.3407 -1.0229
C 0.1219 2.9400 -3.3152
H 5.4973 1.5149 1.4826
H 4.3464 2.0600 2.7239
H 4.8086 3.1587 1.4112
H 4.6224 -0.5231 0.3454
H 3.0189 -0.8203 -0.3455
H 3.2497 -0.9517 1.4093
H 5.8000 1.5621 -0.7969
H 6.4915 1.8245 -3.1463
H 4.7780 2.2162 -4.8934
H 2.4124 2.4250 -4.2728
H 1.9599 4.8379 -1.7564
H 1.8177 4.3147 -0.0507
H 0.3964 4.9052 -0.9013
H 0.6431 3.7724 -3.7942
H -0.9227 3.2083 -3.1618
H 0.1538 2.0493 -3.9419
C 2.8146 1.0196 5.2578
N 1.4885 1.5797 5.1316
C 0.5028 0.5084 5.1381
C 1.3940 2.3402 3.8869
C 0.0636 3.0335 3.6792
C -0.4117 3.8375 4.7168
C -1.6322 4.4861 4.6010
C -2.3704 4.3022 3.4378
C -1.8635 3.4953 2.4221
C -0.6218 2.8281 2.4663
H 2.8916 0.4458 6.1835
H 3.5567 1.8219 5.2833
H 3.0678 0.3408 4.4228
H 0.5623 -0.0350 6.0827
H 0.6580 -0.2106 4.3175
H -0.4949 0.9318 5.0364
H 1.5549 1.6752 3.0181
H 2.2130 3.0730 3.8921
H 0.1693 3.9359 5.6289
H -2.0075 5.1083 5.4071
H -3.3416 4.7783 3.3336
H -2.5078 3.3526 1.5530
F 0.2739 -4.8621 1.5763
C 0.5190 -4.8560 2.8856
F 1.8222 -5.1503 3.0378
F -0.1649 -5.8995 3.4000
C 0.1850 -3.4567 3.5288
O 0.6216 -2.4549 2.8294
C 0.8242 -3.4815 4.9719
F 2.1100 -3.1390 4.9320
F 0.7676 -4.6827 5.5915
F 0.2132 -2.6150 5.7922
C -1.3766 -3.4119 3.7213
F -1.8021 -2.1749 3.9687
F -2.0102 -3.8180 2.6015
F -1.8497 -4.1950 4.7127
N 0.3793 -0.2930 -2.2991
P 0.2937 -1.8009 -2.4395
C -1.1775 -2.7059 -1.7090
C -1.1699 -3.9639 -1.1128
C -2.3541 -4.5719 -0.7162
C -3.5690 -3.9423 -0.9337
C -3.5942 -2.6917 -1.5363
C -2.4091 -2.0780 -1.9064
C 0.0867 -2.5386 -4.1401
C 0.0000 -1.6373 -5.1917
C -0.1879 -2.0813 -6.4950
C -0.2847 -3.4402 -6.7544
C -0.1924 -4.3508 -5.7074
C -0.0104 -3.9005 -4.4098
C 1.7239 -2.7920 -1.8229
C 1.8545 -3.1513 -0.4820
C 3.0240 -3.7311 -0.0108
C 4.0930 -3.9352 -0.8687
C 3.9879 -3.5571 -2.2020
C 2.8126 -2.9939 -2.6718
H -0.2360 -4.4799 -0.9420
H -2.3199 -5.5350 -0.2218
H -4.4915 -4.4148 -0.6178
H -4.5397 -2.1842 -1.6942
H -2.4164 -1.0913 -2.3592
H 0.0839 -0.5827 -4.9516
H -0.2570 -1.3683 -7.3084
H -0.4314 -3.7933 -7.7686
H -0.2665 -5.4136 -5.9063
H 0.0581 -4.6142 -3.5970
H 1.0530 -2.9758 0.2258
H 3.0927 -4.0000 1.0352
H 5.0102 -4.3766 -0.4989
H 4.8265 -3.6960 -2.8743
H 2.7389 -2.6912 -3.7111
*
```

Computed properties:
orbital gap = 4.71 eV
DFT total energy = -289826.5409 eV
ΔE to the lowest compared entry with this formula, charge and spin = 0.0 kJ/mol

Löwdin atomic charge list, values in e, 4 entries: 0.651, 0.683, -0.693, -0.124

The following is a quantum chemistry calculation of a structure of composition C68H47Br2FN2O9S at a distorted geometry, from the OMol25 dataset.

Geometry as ORCA input:
```
! RIJCOSX wB97M-V def2-TZVPD def2/J DEFGRID3
* xyz 0 1
C 4.8952 -2.0629 1.2508
C 4.2160 -3.0684 0.2742
C 3.2596 -3.9534 1.0455
F 2.2074 -3.1904 1.4872
C 2.8224 -5.2492 0.3072
C 3.9234 -6.2127 0.6153
N 4.7892 -6.9509 0.8425
C 2.8677 -5.1420 -1.2622
C 4.1498 -5.6817 -1.8881
O 5.0203 -4.9917 -2.3471
C 1.5231 -5.9319 0.8387
S 1.7669 -6.3639 2.6412
C 1.3340 -7.2484 0.2142
N 1.2875 -8.3000 -0.2753
C 0.1568 -5.1213 0.6461
Br -0.5990 -4.3802 2.3297
C 0.2188 -4.0298 -0.4743
C -0.1940 -4.5719 -1.8637
Br -1.1042 -2.6244 -0.0761
H 4.9281 -1.0727 0.8096
H 5.9398 -2.3570 1.3551
H 4.4397 -2.0622 2.2361
H 3.6757 -2.4597 -0.4487
H 5.0159 -3.6236 -0.2048
H 3.8086 -4.2704 1.9335
H 2.0687 -5.7406 -1.7060
H 2.6733 -4.1278 -1.5944
H 4.2541 -6.7786 -1.9665
H 2.9840 -5.8735 2.9404
H -0.6027 -5.8336 0.3462
H 1.1720 -3.5394 -0.5865
H -0.2238 -5.6601 -1.9071
H 0.5644 -4.2558 -2.5823
H -1.1140 -4.1138 -2.2030
C -1.7599 -0.8641 -3.4042
C -1.8945 -0.4574 -2.0799
C -3.0043 0.2726 -1.6887
C -3.9795 0.6077 -2.6210
C -3.8317 0.2183 -3.9540
C -2.7233 -0.5275 -4.3382
C -4.8385 0.6062 -4.9777
O -4.7121 0.2632 -6.1359
C -6.0012 1.4319 -4.5502
C -6.9239 1.8524 -5.4999
C -8.0169 2.6097 -5.1144
C -8.1984 2.9435 -3.7760
C -7.2794 2.5315 -2.8261
C -6.1738 1.7830 -3.2097
C -5.1764 1.3764 -2.1818
O -5.3324 1.6687 -1.0144
H -0.8951 -1.4431 -3.7067
H -1.1247 -0.7227 -1.3512
H -3.1141 0.5858 -0.6586
H -2.6157 -0.8390 -5.3683
H -6.7842 1.5901 -6.5394
H -8.7316 2.9404 -5.8564
H -9.0570 3.5296 -3.4759
H -7.4170 2.7942 -1.7863
C 4.5347 3.8540 3.6295
C 3.8832 4.6360 4.5780
C 2.5793 4.3453 4.9412
C 1.9163 3.2776 4.3490
C 2.5623 2.5070 3.3800
C 3.8762 2.7929 3.0314
C 1.8528 1.3889 2.6994
O 2.4155 0.7153 1.8599
C 0.4352 1.1227 3.0675
C -0.2626 0.1210 2.4063
C -1.5774 -0.1475 2.7469
C -2.2006 0.5776 3.7574
C -1.5114 1.5818 4.4168
C -0.1957 1.8642 4.0691
C 0.5215 2.9670 4.7627
O -0.0180 3.6047 5.6440
H 5.5568 4.0778 3.3535
H 4.3957 5.4722 5.0350
H 2.0734 4.9497 5.6818
H 4.3800 2.1880 2.2902
H 0.2211 -0.4476 1.6234
H -2.1182 -0.9276 2.2258
H -3.2259 0.3608 4.0267
H -1.9954 2.1497 5.1991
C 5.1880 -7.2998 -7.4472
C 5.0572 -6.8382 -6.1413
C 3.9164 -6.1546 -5.7584
C 2.9049 -5.9186 -6.6818
C 3.0470 -6.3616 -7.9985
C 4.1864 -7.0618 -8.3736
C 1.9968 -6.0766 -9.0152
O 2.1171 -6.4644 -10.1580
C 0.7995 -5.2961 -8.5968
C -0.1659 -4.9700 -9.5409
C -1.2905 -4.2558 -9.1626
C -1.4613 -3.8711 -7.8366
C -0.4997 -4.1890 -6.8927
C 0.6374 -4.8937 -7.2697
C 1.6776 -5.1980 -6.2515
O 1.5300 -4.8600 -5.0931
H 6.0767 -7.8417 -7.7427
H 5.8465 -7.0141 -5.4222
H 3.8126 -5.7993 -4.7426
H 4.2901 -7.4155 -9.3900
H -0.0352 -5.2718 -10.5708
H -2.0386 -3.9987 -9.9007
H -2.3446 -3.3190 -7.5424
H -0.6292 -3.8868 -5.8625
C -1.1977 6.0700 9.9512
C -1.0568 5.3825 8.7497
C -1.0681 6.0708 7.5488
C -1.2316 7.4510 7.5428
C -1.3965 8.1389 8.7482
C -1.3680 7.4443 9.9509
C -1.6206 9.6100 8.7616
O -1.7596 10.2095 9.8079
C -1.6786 10.3294 7.4592
C -1.9422 11.6935 7.4460
C -1.9860 12.3779 6.2435
C -1.7577 11.7043 5.0477
C -1.4997 10.3442 5.0545
C -1.4681 9.6501 6.2577
C -1.2231 8.1808 6.2458
O -1.0260 7.5939 5.2020
H -1.1798 5.5302 10.8891
H -0.9358 4.3070 8.7502
H -0.9534 5.5327 6.6185
H -1.4829 7.9787 10.8838
H -2.1163 12.2171 8.3758
H -2.1965 13.4393 6.2352
H -1.7856 12.2424 4.1093
H -1.3266 9.8186 4.1256
*
```

Computed properties:
orbital gap = 7.95 eV
DFT total energy = -246323.5974 eV
ΔE to the lowest compared entry with this formula, charge and spin = 64.5 kJ/mol

Löwdin atomic charge list, values in e, 4 entries: -0.063, -0.152, -0.321, 0.004

The following is a quantum chemistry calculation of a structure of composition C48H93BrN11Pt at a distorted geometry, from the OMol25 dataset.

Geometry as ORCA input:
```
! RIJCOSX wB97M-V def2-TZVPD def2/J DEFGRID3
* xyz 1 3
Pt -2.3127 -0.5162 0.7355
Br 0.0838 0.4170 -0.0356
C -0.5282 -2.7031 7.0689
C -1.3560 -2.5837 5.8306
C -0.8080 -1.3895 5.0261
C -1.5511 -0.9961 3.8345
N -2.0178 -0.4990 2.9022
H -0.7982 -3.7114 7.4836
H -0.5352 -1.8297 7.7245
H 0.4938 -2.8732 6.7315
H -2.4243 -2.4598 6.0268
H -1.1788 -3.5412 5.3714
H 0.2861 -1.6109 4.7849
H -0.7868 -0.4877 5.6359
C 0.2976 -1.8745 -3.7361
C -0.4352 -1.3232 -4.9797
C -1.4461 -2.3001 -5.6476
C -2.6578 -2.3647 -4.8105
N -3.6207 -2.1886 -4.1921
H 1.0135 -2.6030 -4.1329
H -0.2808 -2.4144 -3.0558
H 0.7965 -1.0883 -3.1710
H 0.2585 -0.9454 -5.7544
H -0.8677 -0.3522 -4.7469
H -1.0034 -3.2796 -5.8165
H -1.6869 -1.9386 -6.6348
C -4.0292 -5.7731 0.0324
C -3.1446 -5.6329 -1.1682
C -1.7852 -4.9434 -0.8095
C -1.8912 -3.5896 -0.2399
N -1.8930 -2.5968 0.3523
H -3.5236 -6.3228 0.7652
H -4.9869 -6.2606 -0.2303
H -4.2754 -4.7903 0.4476
H -3.7003 -4.9951 -1.8176
H -2.8482 -6.5511 -1.6455
H -1.1316 -4.9449 -1.7078
H -1.2662 -5.4984 -0.0016
C 5.1251 -3.3921 -1.6436
C 4.4122 -2.1901 -0.9831
C 2.9278 -1.9525 -1.3799
C 1.9687 -3.0460 -1.0589
N 1.2742 -3.8582 -0.6961
H 4.8211 -4.3566 -1.2485
H 6.1930 -3.3546 -1.5161
H 4.9668 -3.4400 -2.7157
H 4.9116 -1.3751 -1.4942
H 4.6541 -2.2529 0.0620
H 2.8920 -1.8308 -2.4717
H 2.4808 -1.0120 -1.1327
C -7.6681 0.2183 2.1901
C -7.6072 -1.2240 2.7016
C -6.7587 -2.1744 1.8050
C -5.4139 -1.6433 1.5780
N -4.3595 -1.2776 1.2863
H -6.7415 0.7089 2.3432
H -8.4916 0.7125 2.7122
H -7.9024 0.2235 1.1440
H -8.6167 -1.5945 2.8385
H -7.2705 -1.1236 3.6974
H -7.3025 -2.3090 0.9232
H -6.7138 -3.1355 2.2930
C -4.6374 3.0945 -4.4058
C -3.8214 2.3522 -3.3258
C -4.4177 0.9696 -3.1349
C -3.6417 0.2399 -2.1329
N -2.9639 -0.2674 -1.3737
H -4.0879 3.9514 -4.8684
H -5.5229 3.5940 -3.9733
H -5.0085 2.5564 -5.2852
H -3.7798 2.8688 -2.3720
H -2.7498 2.1613 -3.5725
H -4.3173 0.3960 -4.0686
H -5.5505 0.9666 -2.8237
C -4.6450 4.2091 3.0410
C -3.3401 4.7122 2.4033
C -3.2223 4.3491 0.9132
C -2.9508 2.8990 0.8047
N -2.8743 1.7511 0.9303
H -4.6553 3.1158 3.0065
H -5.4272 4.6230 2.4466
H -4.6515 4.5106 4.1089
H -2.4013 4.3526 2.7890
H -3.3352 5.7825 2.4192
H -2.4543 4.8960 0.3995
H -4.2502 4.4355 0.4951
C 1.0311 3.4071 4.2817
C 2.0630 4.3025 3.5388
C 3.4368 4.2663 4.1793
C 4.0994 2.9657 4.2175
N 4.6529 1.9660 4.2850
H 0.0471 3.6259 3.9207
H 1.0372 3.5442 5.4806
H 1.3989 2.3907 4.0645
H 1.7634 5.3429 3.4295
H 2.1370 3.8512 2.5506
H 3.5701 4.7931 5.1483
H 4.0417 4.8595 3.5890
C 1.5244 5.8744 -0.9402
C 1.3346 4.3730 -0.6258
C 0.4042 3.6257 -1.6058
C -0.9775 4.2061 -1.7761
N -1.9765 4.7145 -1.9679
H 0.7167 6.5123 -0.6615
H 1.6423 5.9609 -2.0670
H 2.4599 6.3160 -0.5393
H 1.0366 4.2014 0.3803
H 2.3338 3.8967 -0.7155
H 0.3773 2.5924 -1.2484
H 0.8243 3.7120 -2.6140
C 3.3327 -1.8196 5.3738
C 2.8525 -2.5831 4.0921
N 1.7723 -1.9756 3.4042
C 1.9619 -0.5759 3.1205
C 3.2274 -0.1729 2.2640
C 1.2856 -2.7367 2.2740
C 0.0678 -3.6774 2.5691
H 3.8760 -0.8954 5.1436
H 3.9984 -2.4973 5.9283
H 2.5171 -1.6796 6.1361
H 3.7398 -2.6508 3.4182
H 2.5679 -3.6333 4.2639
H 1.1490 -0.1786 2.4784
H 2.0481 0.0070 3.9607
H 3.1992 0.9536 2.1456
H 4.2111 -0.3291 2.7706
H 3.2678 -0.6342 1.2781
H 2.1376 -3.2390 1.7951
H 0.8637 -1.9605 1.6623
H 0.0967 -4.1721 3.5626
H -0.0199 -4.4523 1.7671
H -0.8345 -3.0849 2.6115
C 3.7230 -0.8409 -6.2930
C 4.2724 -0.4977 -4.8912
N 4.3598 0.9049 -4.7056
C 5.2518 1.6145 -5.6010
C 6.7628 1.5397 -5.2314
C 4.4123 1.4359 -3.3567
C 3.8585 2.8462 -3.1163
H 4.5559 -0.5079 -6.9807
H 2.7821 -0.5029 -6.6282
H 3.6289 -1.9465 -6.3881
H 3.5908 -0.8358 -4.0223
H 5.1908 -1.0902 -4.7646
H 5.1002 1.1950 -6.6094
H 4.9649 2.6250 -5.6164
H 6.9294 2.0195 -4.3025
H 7.0532 0.5086 -5.0887
H 7.2186 1.9251 -6.1247
H 5.3772 1.3537 -2.8611
H 3.7536 0.8247 -2.7332
H 4.4790 3.5647 -3.6359
H 4.0499 2.9864 -2.0450
H 2.8542 3.0816 -3.4026
*
```

Computed properties:
orbital gap (alpha / beta) = 7.99 / 7.69 eV
DFT total energy = -140954.9382 eV
<S²> = 2.006
ΔE to the lowest compared entry with this formula, charge and spin = 161.8 kJ/mol

Löwdin atomic charge list, values in e, 4 entries: 0.724, 0.027, -0.114, -0.264

The following is a quantum chemistry calculation of a structure of composition C12H31ClIO2P2Ru at a distorted geometry, from the OMol25 dataset.

Geometry as ORCA input:
```
! RIJCOSX wB97M-V def2-TZVPD def2/J DEFGRID3
* xyz 2 6
C -0.0644 0.8721 -6.6669
C -0.0435 1.2721 -5.2116
H -0.0646 1.8111 -7.2661
H -0.9643 0.2751 -6.9271
H 0.8184 0.2593 -6.9491
O -0.0511 2.3737 -4.7297
I 0.0010 -0.4364 -3.7620
Ru 0.0197 -0.3741 -0.1029
P 2.1876 0.1226 -0.1030
C 2.8504 1.4598 0.9630
C 3.1562 -1.3442 0.3428
H 4.2178 -1.1959 0.1229
H 3.8337 0.6514 -1.8972
H 2.7653 -2.1904 -0.2305
H 2.3463 -0.1778 -2.4878
H 2.4244 1.3387 1.9694
H 3.0252 -1.5295 1.4149
C 2.7372 0.5893 -1.7925
H 3.9481 1.4338 1.0227
H 2.2899 1.5628 -2.0475
H 2.5378 2.4256 0.5445
P -2.1390 0.1457 -0.0343
C -2.9082 1.3888 1.0919
C -2.7309 0.4840 -1.7145
H -2.4750 -2.2073 0.0645
H -4.0421 -1.3324 0.1897
H -2.9363 -1.4202 1.6081
C -2.9961 -1.3588 0.5145
H -2.3550 -0.3266 -2.3607
H -3.8258 0.5283 -1.7820
H -3.9863 1.5023 0.8583
H -2.4071 2.3746 0.9703
H -2.2955 1.4273 -2.0698
H -2.7949 1.0223 2.1362
Cl 0.1546 -2.4192 -1.1929
C -0.4332 1.5962 3.5931
C 0.0201 0.4141 2.7393
O -0.8186 -0.6637 3.1183
C -0.3871 -1.8527 2.4630
C 0.6763 -2.5549 3.3092
H -1.3894 2.0165 3.2410
H 0.3189 2.3791 3.6359
H -0.6249 1.2114 4.5991
H -0.0946 0.5623 1.5554
H 1.1069 0.2263 2.8872
H -1.2629 -2.5182 2.4001
H -0.0692 -1.5684 1.3626
H 0.3414 -2.5108 4.3558
H 0.6895 -3.6130 3.0240
H 1.6934 -2.1323 3.2306
*
```

Computed properties:
orbital gap (alpha / beta) = 9.34 / 5.11 eV
DFT total energy = -58805.7081 eV
<S²> = 8.765
ΔE to the lowest compared entry with this formula, charge and spin = 67.7 kJ/mol

natural (NBO) atomic charge list, values in e, 4 entries: -0.756, 0.558, 0.277, 0.277

The following is a quantum chemistry calculation of a cluster of 2 separate species, C12H16N2O in total at a distorted geometry, from the OMol25 dataset.

Geometry as ORCA input:
```
! RIJCOSX wB97M-V def2-TZVPD def2/J DEFGRID3
* xyz 0 1
C -3.6451 2.2466 -2.5810
C -2.3399 2.5435 -1.8965
C -1.7265 3.7138 -1.5759
N -0.3953 3.4901 -1.2765
C -0.1724 2.1370 -1.1920
C 0.9350 1.4305 -0.7364
C 0.9051 0.0531 -0.8069
C -0.2647 -0.5819 -1.2447
C -1.4030 0.1177 -1.6096
C -1.3484 1.5114 -1.6586
H -3.7336 2.8164 -3.5014
H -4.4637 2.5528 -1.9180
H -3.8015 1.1740 -2.6490
H -2.0938 4.7170 -1.7224
H 0.2138 4.2197 -0.9558
H 1.8224 1.9921 -0.4670
H 1.6815 -0.5800 -0.4249
H -0.3409 -1.6619 -1.3068
H -2.3278 -0.4128 -1.8001
C 2.2447 -3.8317 1.5712
C 1.1967 -2.9128 2.2223
C 1.7623 -1.5598 2.5341
N 2.2523 -1.4203 3.7997
O 1.7361 -0.6320 1.7507
H 3.2853 -3.6227 1.8224
H 2.2911 -3.6558 0.4951
H 2.0020 -4.8615 1.7990
H 0.3187 -2.8189 1.5814
H 0.7334 -3.4155 3.0645
H 2.3962 -0.5400 4.2607
H 2.2798 -2.2079 4.4225
*
```

Computed properties:
orbital gap = 8.21 eV
DFT total energy = -17731.4580 eV
ΔE to the lowest compared entry with this formula, charge and spin = 64.4 kJ/mol

natural (NBO) atomic charge list, values in e, 4 entries: -0.632, -0.080, -0.044, -0.547

The following is a quantum chemistry calculation of the ion C3H3O4S with charge -1 at a distorted geometry, from the OMol25 dataset.

Geometry as ORCA input:
```
! RIJCOSX wB97M-V def2-TZVPD def2/J DEFGRID3
* xyz -1 1
C -0.7979 -1.1199 0.1277
C -0.6882 -0.1940 1.1139
C -0.5299 -0.5479 -1.2492
O -0.1819 0.8751 1.5831
O -1.2724 -2.2553 0.2251
O 0.8258 -0.0987 -1.4220
O 2.0379 2.4669 2.3484
S 1.6685 1.1562 1.6459
H -0.7127 -1.3835 -1.9116
H -1.1236 0.4267 -1.5829
H 0.7744 0.6745 -0.8783
*
```

Computed properties:
orbital gap = 6.82 eV
DFT total energy = -22181.3666 eV
ΔE to the lowest compared entry with this formula, charge and spin = 459.9 kJ/mol

natural (NBO) atomic charge list, values in e, 4 entries: 0.223, 0.356, -0.121, -0.559